A molecular structure, C36H31BF9IKN5O3. Source: the OMol25 dataset; level of theory: ωB97M-V/def2-TZVPD.

The geometry in XYZ format:
```
87
Properties=species:S:1:pos:R:3
K 0.051 -0.416 -0.141
C -0.921 2.561 0.769
C -0.691 1.200 2.934
N 0.726 0.968 2.618
C 1.516 2.099 3.085
C 2.974 2.104 2.616
C 1.140 -0.323 3.172
C 2.389 -0.980 2.564
N 2.285 -1.061 1.119
C 3.369 -1.277 0.388
C 3.267 -1.143 -1.039
F 2.064 -0.776 -1.542
C 4.307 -1.332 -1.904
F 4.094 -1.155 -3.229
C 5.584 -1.678 -1.474
C 5.722 -1.825 -0.107
F 6.935 -2.185 0.390
C 4.692 -1.643 0.787
F 4.968 -1.881 2.102
H -1.687 2.288 0.046
H -0.054 1.924 0.597
H -0.625 3.593 0.581
H -1.236 0.295 2.655
H -0.834 1.350 4.018
H 1.466 2.168 4.188
H 1.044 2.998 2.697
H 3.638 1.559 3.286
H 3.335 3.135 2.561
H 3.049 1.656 1.622
H 0.307 -1.012 3.029
H 1.302 -0.242 4.266
H 2.461 -1.972 3.037
H 3.281 -0.439 2.883
H 6.406 -1.829 -2.156
C -4.216 -0.608 -2.326
C -4.184 0.202 -3.451
C -3.124 1.073 -3.620
C -2.126 1.103 -2.647
N -2.107 0.262 -1.626
C -3.136 -0.567 -1.462
C -1.006 2.093 -2.723
C -1.192 3.336 -3.322
C -0.144 4.240 -3.343
C 1.066 3.880 -2.775
C 1.160 2.622 -2.199
N 0.156 1.752 -2.165
H -5.046 -1.276 -2.137
H -4.977 0.153 -4.189
H -3.060 1.708 -4.495
H -3.084 -1.211 -0.592
H -2.159 3.604 -3.727
H -0.275 5.220 -3.784
H 1.908 4.559 -2.760
H 2.087 2.291 -1.740
F -3.303 1.145 1.235
C -2.912 2.036 2.215
C -1.446 2.391 2.224
C -1.413 3.722 2.946
F -0.377 4.592 2.618
C -2.362 4.193 3.795
F -2.114 5.336 4.505
C -3.607 3.586 3.931
F -4.407 3.811 5.034
C -3.854 2.514 3.062
F -5.104 1.966 3.049
O -0.777 -2.791 -3.603
B -0.638 -2.571 -2.163
O -0.179 -3.891 -1.684
C -0.053 -4.734 -2.743
C 0.351 -6.051 -2.769
C 0.387 -6.699 -4.011
C 0.024 -6.032 -5.172
C -0.388 -4.692 -5.133
C -0.418 -4.065 -3.906
H 0.636 -6.562 -1.856
H 0.705 -7.734 -4.065
H 0.062 -6.552 -6.122
H -0.672 -4.161 -6.033
N 0.155 -3.501 1.535
C -1.050 -2.949 1.735
O -1.331 -1.823 1.368
C -2.073 -3.766 2.502
I -1.413 -4.151 4.505
H 0.848 -2.963 1.018
H 0.349 -4.456 1.772
H -2.239 -4.755 2.085
H -2.992 -3.206 2.610
```

Summary:
Relative energy (zero: lowest compared OMol25 entry of this formula, charge and spin): 94.65 kcal/mol
Total charge: -2
Frontier orbital gap: 4.0 eV


A molecular structure, C36H31BrClIrN5O5S at a distorted geometry. Source: the OMol25 dataset; level of theory: ωB97M-V/def2-TZVPD.

The geometry in XYZ format:
```
81
Properties=species:S:1:pos:R:3
Ir -0.243 0.471 0.005
N -7.881 6.535 -3.172
C -7.023 5.844 -2.845
C -5.943 4.985 -2.430
C -4.643 5.253 -2.850
C -3.607 4.436 -2.434
C -3.856 3.341 -1.606
C -5.163 3.081 -1.192
C -6.202 3.898 -1.599
C -2.738 2.462 -1.189
C -1.602 3.051 -0.642
C -1.450 4.391 -0.218
C -0.136 4.552 0.174
C 0.486 3.317 -0.024
N -0.378 2.405 -0.495
C -2.860 1.088 -1.397
C -3.891 0.402 -2.084
C -3.632 -0.948 -1.972
C -2.449 -1.059 -1.226
N -1.975 0.142 -0.901
H -4.450 6.098 -3.496
H -2.598 4.631 -2.771
H -5.358 2.250 -0.528
H -7.214 3.700 -1.275
H -2.236 5.127 -0.190
H 0.342 5.445 0.544
H 1.537 3.092 0.080
H -4.700 0.872 -2.617
H -4.214 -1.767 -2.362
H -1.965 -1.963 -0.894
C 0.723 -3.058 0.747
O 1.174 -1.704 0.682
C 2.190 -1.354 1.532
C 3.052 -2.260 2.125
C 4.009 -1.806 3.027
Br 5.198 -3.056 3.786
C 4.084 -0.479 3.392
C 3.213 0.430 2.798
C 2.325 -0.002 1.829
O 1.573 0.925 1.124
C 3.192 1.851 3.185
N 4.220 2.623 3.322
C 3.700 3.876 3.645
C 4.362 5.080 3.878
C 3.594 6.187 4.172
C 2.193 6.110 4.244
C 1.521 4.928 4.007
C 2.304 3.819 3.704
N 1.982 2.510 3.375
H 0.704 -3.411 1.777
H 1.364 -3.705 0.145
H -0.293 -3.063 0.362
H 3.009 -3.313 1.890
H 4.799 -0.131 4.123
H 1.590 1.789 1.574
H 5.442 5.130 3.830
H 4.078 7.137 4.357
H 1.629 6.999 4.493
H 0.441 4.865 4.058
H 1.074 2.080 3.504
O 0.961 0.073 -1.640
S 1.355 -0.755 -2.859
C 0.420 -0.098 -4.270
C -0.861 -0.908 -4.388
C -0.454 -2.348 -4.079
C 0.372 -2.285 -2.798
H 1.064 -0.231 -5.142
H 0.276 0.966 -4.087
H -1.298 -0.816 -5.382
H -1.596 -0.558 -3.664
H 0.147 -2.751 -4.896
H -1.319 -3.000 -3.953
H 1.046 -3.129 -2.665
H -0.241 -2.167 -1.910
Cl -1.379 1.034 4.889
C -1.915 -0.222 3.752
C -1.344 -0.035 2.369
O -0.763 1.055 2.043
O -1.444 -0.955 1.546
H -3.001 -0.186 3.691
H -1.612 -1.190 4.139
```

Summary:
Relative energy (zero: lowest compared OMol25 entry of this formula, charge and spin): 68.43 kcal/mol
Total charge: +1
Frontier orbital gap: 6.7 eV


A molecular structure, C36H31BrF4IrO4PS2. Source: the OMol25 dataset; level of theory: ωB97M-V/def2-TZVPD.

The geometry in XYZ format:
```
80
Properties=species:S:1:pos:R:3
Ir -0.024 -0.022 0.367
F -3.066 6.700 -0.029
C -2.203 5.708 -0.031
C -0.857 5.960 -0.229
F -0.437 7.195 -0.412
C 0.042 4.912 -0.230
F 1.323 5.217 -0.409
C -0.364 3.595 -0.046
P 0.894 2.280 0.016
C 1.791 2.475 -1.525
C 1.047 2.828 -2.654
C 1.677 2.993 -3.876
C 3.049 2.812 -3.974
C 3.789 2.447 -2.857
C 3.165 2.264 -1.633
C 1.819 2.759 1.487
C 3.021 3.462 1.430
C 3.645 3.848 2.608
C 3.075 3.540 3.835
C 1.869 2.851 3.894
C 1.244 2.460 2.722
C -1.718 3.379 0.159
Br -2.397 1.641 0.416
C -2.634 4.408 0.166
F -3.926 4.177 0.356
H -0.024 2.981 -2.583
H 1.099 3.275 -4.747
H 3.545 2.957 -4.926
H 4.858 2.303 -2.938
H 3.744 1.955 -0.776
H 3.458 3.738 0.479
H 4.575 4.400 2.564
H 3.568 3.843 4.750
H 1.418 2.619 4.850
H 0.300 1.926 2.779
O -1.825 -1.170 0.111
S -3.010 -1.984 0.664
C -2.310 -3.566 1.213
C -2.046 -4.658 0.182
C -0.882 -4.365 -0.773
C 0.484 -4.511 -0.084
S 1.575 -3.112 -0.412
O 0.603 -1.936 -0.296
C 1.864 -3.334 -2.152
C 1.291 -2.465 -3.065
C 1.544 -2.664 -4.418
C 2.358 -3.710 -4.829
C 2.936 -4.563 -3.895
C 2.698 -4.375 -2.542
C -3.938 -2.463 -0.759
C -5.189 -3.021 -0.528
C -5.947 -3.423 -1.617
C -5.459 -3.246 -2.906
C -4.213 -2.668 -3.116
C -3.436 -2.270 -2.036
H -3.013 -3.893 1.983
H -1.397 -3.236 1.722
H -2.949 -4.851 -0.398
H -1.850 -5.573 0.747
H -0.989 -3.347 -1.152
H -0.932 -5.024 -1.637
H 1.042 -5.393 -0.402
H 0.414 -4.534 1.006
H 0.667 -1.648 -2.727
H 1.107 -1.996 -5.150
H 2.552 -3.860 -5.884
H 3.580 -5.371 -4.219
H 3.166 -5.027 -1.810
H -5.572 -3.138 0.483
H -6.924 -3.861 -1.459
H -6.061 -3.550 -3.753
H -3.846 -2.525 -4.124
H -2.466 -1.810 -2.181
C 3.716 -0.592 2.043
C 2.401 -0.312 1.405
O 1.307 -0.494 2.039
O 2.324 0.111 0.211
H 3.584 -0.955 3.059
H 4.306 0.326 2.048
H 4.254 -1.329 1.445
```

Summary:
<S²>: 6.011
Total charge: +2
Frontier orbital gap (alpha / beta): 8.8 / 6.3 eV
Multiplicity: 5


A molecular structure, C36H31Cl3N3O8SbSr at a distorted geometry. Source: the OMol25 dataset; level of theory: ωB97M-V/def2-TZVPD.

The geometry in XYZ format:
```
83
Properties=species:S:1:pos:R:3
Sr 1.502 -0.566 -0.603
O 4.196 -3.560 4.549
C 3.450 -3.269 3.603
O 2.203 -2.970 3.611
C 3.907 -3.105 2.142
C 3.256 -4.014 1.124
C 3.060 -3.553 -0.120
N 3.095 -2.208 -0.443
C 3.596 -1.343 0.508
C 4.311 -1.884 1.700
C 3.780 0.141 0.200
O 4.413 0.805 1.047
O 3.244 0.568 -0.890
H 2.957 -5.018 1.401
H 2.659 -4.182 -0.918
H 4.853 -1.181 2.306
O -2.611 -2.269 6.217
C -3.447 -2.537 5.256
O -4.499 -3.105 5.472
C -3.098 -2.107 3.849
C -3.900 -2.386 2.773
Cl -5.281 -3.393 2.722
N -3.354 -1.806 1.672
N -2.216 -1.160 1.981
C -2.031 -1.313 3.267
C -0.804 -0.627 3.879
O -0.555 -0.811 5.083
O -0.112 0.125 3.104
C -3.790 -1.759 0.313
C -5.131 -1.796 -0.034
C -5.493 -1.753 -1.376
C -4.530 -1.658 -2.369
C -3.196 -1.576 -2.008
C -2.827 -1.629 -0.669
H -1.792 -1.743 5.893
H -5.896 -1.837 0.724
H -6.544 -1.783 -1.639
H -4.825 -1.636 -3.413
H -2.410 -1.475 -2.741
H -1.780 -1.569 -0.425
C 2.731 -0.220 3.992
Sb 1.991 -0.559 2.074
C 0.711 -1.833 1.025
C 1.413 1.225 1.085
H 1.941 -0.575 4.659
H 2.899 0.851 4.125
H 3.629 -0.805 4.164
H -0.008 -1.079 0.696
H 0.239 -2.592 1.627
H 1.335 -2.302 0.250
H 0.771 1.718 1.799
H 0.756 0.994 0.264
H 2.198 1.918 0.858
Cl 3.939 -0.342 -3.662
C 5.578 -0.582 -4.097
Cl 5.839 -0.493 -5.867
H 5.859 -1.567 -3.764
H 6.157 0.193 -3.626
C -0.372 3.859 -6.337
C 0.986 3.888 -6.047
C 1.446 3.479 -4.798
C 0.560 3.047 -3.805
C -0.804 2.975 -4.130
C -1.262 3.373 -5.378
C 1.039 2.753 -2.411
C 0.277 3.018 -1.353
C -0.919 3.215 -0.717
C -1.857 2.097 -0.602
C -3.027 2.210 0.120
C -3.369 3.389 0.783
C -2.483 4.470 0.703
C -1.304 4.409 -0.015
H -0.735 4.201 -7.300
H 1.690 4.242 -6.796
H 2.510 3.497 -4.573
H -1.489 2.582 -3.383
H -2.321 3.303 -5.611
H 2.030 2.322 -2.307
H -1.574 1.184 -1.101
H -3.698 1.359 0.175
H -4.292 3.464 1.349
H -2.728 5.389 1.228
H -0.640 5.267 -0.048
```

Summary:
Relative energy (zero: lowest compared OMol25 entry of this formula, charge and spin): 112.11 kcal/mol
Total charge: -2
Frontier orbital gap: 4.3 eV


2 unconnected molecules or ions with the total composition C36H31F2OSi at a distorted geometry. Source: the OMol25 dataset; level of theory: ωB97M-V/def2-TZVPD.

The geometry in XYZ format:
```
71
Properties=species:S:1:pos:R:3
F -7.448 4.981 3.062
C -6.171 4.542 3.103
C -5.895 3.183 3.124
C -4.602 2.732 3.155
C -3.507 3.626 3.163
C -2.205 3.064 3.166
C -0.901 3.620 3.160
C 0.192 2.724 3.161
C 1.485 3.173 3.129
C 1.762 4.532 3.099
F 3.041 4.967 3.058
C 0.710 5.435 3.111
C -0.588 4.996 3.142
C -3.820 5.002 3.158
C -5.117 5.443 3.122
H -6.721 2.492 3.108
H -4.410 1.672 3.176
H -2.207 1.988 3.156
H -0.004 1.666 3.195
H 2.308 2.480 3.120
H 0.946 6.485 3.087
H -1.359 5.734 3.156
H -3.047 5.739 3.191
H -5.350 6.494 3.103
C 4.018 0.193 -3.124
C 4.078 -0.219 -1.808
C 3.123 -1.086 -1.317
C 2.101 -1.519 -2.131
Si 0.763 -2.606 -1.447
C 0.221 -3.779 -2.771
C 1.090 -4.207 -3.750
C 0.652 -5.075 -4.730
C -0.655 -5.521 -4.715
C -1.520 -5.104 -3.723
C -1.077 -4.230 -2.750
C 1.442 -3.594 -0.041
C 2.058 -4.805 -0.265
C 2.576 -5.519 0.796
C 2.477 -5.012 2.077
C 1.862 -3.796 2.299
C 1.344 -3.086 1.233
O -0.547 -1.699 -0.890
C -0.455 -0.329 -1.008
C -1.117 0.427 -1.909
C -0.734 1.871 -1.797
C 0.487 1.902 -0.861
C 0.421 0.545 -0.143
C 2.044 -1.111 -3.445
C 3.007 -0.259 -3.947
H 4.756 0.877 -3.507
H 4.858 0.146 -1.161
H 3.161 -1.429 -0.297
H 2.108 -3.856 -3.741
H 1.326 -5.398 -5.506
H -1.001 -6.193 -5.481
H -2.539 -5.454 -3.708
H -1.731 -3.889 -1.965
H 2.126 -5.179 -1.272
H 3.051 -6.471 0.624
H 2.874 -5.571 2.906
H 1.782 -3.401 3.298
H 0.855 -2.138 1.380
H -1.791 0.022 -2.641
H -0.510 2.312 -2.775
H -1.570 2.438 -1.373
H 1.412 1.965 -1.446
H 0.485 2.753 -0.170
H -0.018 0.633 0.857
H 1.409 0.098 -0.012
H 1.246 -1.472 -4.072
H 2.963 0.057 -4.977
```

Summary:
Relative energy (zero: lowest compared OMol25 entry of this formula, charge and spin): 0.00 kcal/mol
Total charge: +1
Frontier orbital gap: 4.4 eV


A molecular structure, C36H31N9OSSeV. Source: the OMol25 dataset; level of theory: ωB97M-V/def2-TZVPD.

The geometry in XYZ format:
```
80
Properties=species:S:1:pos:R:3
V 0.306 0.172 -0.265
C -2.640 -2.475 1.074
C -1.967 -3.538 1.682
C -0.595 -3.499 1.781
C 0.104 -2.394 1.291
N -0.556 -1.388 0.666
C -1.905 -1.439 0.564
N 1.459 -2.344 1.517
C 2.088 -1.232 1.512
N 1.519 0.020 1.165
C 2.360 1.028 1.658
N 1.998 2.248 1.754
C 0.695 2.616 1.513
C 0.296 3.837 2.068
C -1.015 4.240 1.988
C -1.931 3.420 1.326
C -1.480 2.264 0.746
N -0.193 1.847 0.819
C 3.611 0.408 2.089
C 4.761 0.965 2.616
C 5.767 0.085 3.003
C 5.609 -1.296 2.893
C 4.437 -1.855 2.392
C 3.451 -0.978 1.979
H -3.717 -2.465 0.984
H -2.520 -4.379 2.079
H -0.026 -4.285 2.256
H -2.384 -0.619 0.042
H 1.049 4.417 2.581
H -1.332 5.173 2.435
H -2.975 3.686 1.246
H -2.161 1.636 0.192
H 4.871 2.035 2.727
H 6.688 0.478 3.411
H 6.410 -1.945 3.219
H 4.299 -2.926 2.335
C 5.072 1.787 -3.017
C 4.152 0.666 -3.476
N 2.793 1.143 -3.820
C 2.577 1.619 -5.216
C 2.681 3.133 -5.336
C 1.816 1.231 -2.958
S 2.201 0.828 -1.251
N 0.657 1.766 -3.358
C -0.461 1.709 -2.703
O -0.572 1.007 -1.575
C -1.656 2.365 -3.194
C -2.911 2.127 -2.617
C -4.030 2.760 -3.115
C -3.908 3.645 -4.184
C -2.668 3.887 -4.763
C -1.545 3.244 -4.280
H 6.034 1.362 -2.733
H 4.661 2.309 -2.151
H 5.253 2.511 -3.808
H 4.064 -0.103 -2.712
H 4.538 0.183 -4.372
H 1.598 1.269 -5.533
H 3.333 1.124 -5.822
H 1.938 3.630 -4.716
H 2.503 3.410 -6.375
H 3.670 3.496 -5.063
H -3.015 1.430 -1.796
H -5.002 2.569 -2.681
H -4.788 4.144 -4.569
H -2.582 4.575 -5.593
H -0.577 3.418 -4.728
Se 1.941 -2.499 -1.824
N 0.450 -1.464 -1.759
C -0.478 -2.027 -2.531
C -1.792 -1.553 -2.800
C -2.583 -2.275 -3.639
C -2.153 -3.492 -4.262
C -0.910 -3.978 -4.048
C -0.036 -3.255 -3.176
N 1.200 -3.632 -2.926
H -2.146 -0.624 -2.380
H -3.580 -1.914 -3.861
H -2.838 -4.009 -4.919
H -0.544 -4.884 -4.511
```

Summary:
Relative energy (zero: lowest compared OMol25 entry of this formula, charge and spin): 0.00 kcal/mol
Total charge: +3
Frontier orbital gap (alpha / beta): 5.4 / 5.4 eV